[1]
This record from OMol25 describes 2 unconnected molecules or ions with the total composition C28H29F9N4O9PS2 in a non-equilibrium geometry. The level of theory is the ωB97M-V functional and the def2-TZVPD basis.

The geometry in XYZ format:
```
82
Properties=species:S:1:pos:R:3
S -0.57594 -1.22338 0.98779
S -0.56551 0.33380 4.72880
P 0.72715 -1.05332 4.32367
F -4.84335 -1.15204 -1.59024
F -2.09010 0.76086 1.89086
F -1.33197 1.16840 -0.23717
F -1.29550 -0.53947 -2.57762
F -3.94280 -1.30398 1.11983
F -3.24172 -0.98921 -3.73040
F -4.16688 0.72932 0.07868
F -3.09996 -2.58966 -1.24285
F -3.04138 0.99203 -2.58229
O -3.55864 -4.16384 -3.24156
O -1.24874 -2.14516 1.99814
O -0.36408 -2.11073 -0.24543
O 6.23289 0.90406 2.72866
O -6.37875 -7.51127 -4.97852
O -2.80197 -6.00071 -1.37260
O 0.89930 4.21471 -3.51134
O -5.68775 -9.31934 -3.05648
O -1.15412 3.15074 -4.00812
N 2.42316 1.35090 2.46805
N 3.58114 -0.08421 4.26419
N 1.66816 -0.83817 2.84264
N 4.51683 0.88185 4.63153
C 1.76262 4.94553 4.47411
C -1.86224 0.10548 0.60022
C -5.56668 -7.13844 -4.14795
C -2.71550 -0.41921 -2.51579
C -5.13019 -8.07250 -3.07192
C 1.94959 -0.08941 -0.97139
C -4.22886 -7.70675 -2.15768
C 2.67384 0.18601 3.31601
C 4.13150 5.00386 3.13651
C -3.41640 -1.16814 -1.27293
C 1.00801 -0.45289 1.56617
C 1.94591 3.13534 -1.53748
C -3.63953 -6.36315 -2.18375
C -4.09667 -5.42011 -3.24355
C 3.21572 2.32008 -0.96819
C 1.77356 3.08043 -3.14582
C 1.52254 3.45201 3.97273
C 5.52680 0.80283 3.76922
C 1.08201 1.17402 1.76103
C -4.99521 -5.78671 -4.15973
C 2.12859 -0.89690 0.44731
C 3.26407 0.76126 -1.37936
C -3.29870 -0.44272 0.15387
C 3.86877 3.52715 2.65189
C -1.26352 4.45400 -1.89377
C 2.54225 2.71440 3.03783
C 3.05996 5.72342 4.03655
C -0.48246 3.88648 -3.20598
H 3.19913 2.39789 0.19235
H 0.92631 2.80222 -1.08732
H 3.37727 0.71887 -2.53942
H 3.24719 6.81028 4.35878
H 1.82532 -0.90155 -1.79812
H -0.61270 4.34421 -0.93109
H -5.33383 -5.11263 -4.93558
H -2.93842 -4.14871 -2.48653
H 1.19740 1.82809 0.82504
H 4.66848 3.00156 1.98806
H 5.11095 5.50762 2.77906
H 0.22586 1.69299 2.32101
H 0.02445 -2.32616 4.23851
H -1.49384 5.58939 -1.97641
H -2.23016 3.84724 -1.66685
H 2.15032 -2.05231 0.29030
H 0.55305 2.92623 4.28265
H 3.21241 -0.63546 0.78484
H -6.30449 -9.33784 -3.81613
H 1.04079 0.61185 -0.98122
H 3.63689 -1.00382 4.76092
H 1.55904 -1.19075 5.51338
H 4.24969 0.30201 -0.95743
H 2.05547 4.25731 -1.25956
H 2.80445 3.15887 -3.65008
H 4.16471 2.90592 -1.29797
H 1.18549 2.12737 -3.46686
H 0.98123 5.47733 5.13200
H -3.90168 -8.37558 -1.37273
```

Output
**Total charge**: +1
**Strongest force on any atom**: 9.15 eV Å⁻¹
**Kohn-Sham gap**: 6.1 eV
**E**: -4016.224762 Ha
**HOMO level**: -10.915 eV

---

[2]
This record from OMol25 describes C28H29N7O2 in the gas phase in a non-equilibrium geometry. The level of theory is the ωB97M-V functional and the def2-TZVPD basis.

The geometry in XYZ format:
```
66
Properties=species:S:1:pos:R:3
O 0.82591 2.26807 -2.04644
O 0.05250 -4.51922 -1.68450
N -2.30342 2.04790 1.41479
N 2.81317 2.07492 -1.00021
N -0.97142 0.38825 1.62173
N -0.38306 -1.46485 -0.69089
N -4.45453 -1.12709 1.70648
N -1.75339 1.25886 2.23924
N -1.89327 1.71550 0.19007
C -1.06678 0.65116 0.33612
C -2.27569 2.43645 -1.00415
C -2.84785 3.81556 -0.63848
C 3.68023 1.50142 -0.10924
C -3.77494 -1.28231 0.58370
C 1.65313 -5.33546 -0.37665
C -0.29377 -0.01310 -0.75249
C 1.93458 -0.11206 0.38982
C -3.88669 -1.51215 2.83464
C 5.82686 1.43240 0.98639
C -2.62697 -2.09169 2.89139
C -2.49571 -1.81824 0.52045
C 3.25154 0.37731 0.62244
C -1.92135 -2.24644 1.71345
C 0.81671 -3.48099 -1.27898
C -1.75221 -1.95388 -0.77683
C 0.56604 -5.63330 -1.13595
C 5.39728 0.31495 1.71555
C 0.45317 -2.10002 -1.70961
C 4.96337 2.01587 0.08129
C 7.20442 1.97362 1.20396
C -4.65300 2.20348 -0.93280
C 1.53070 1.65434 -1.25667
C 1.12123 0.46689 -0.52194
C 4.13864 -0.20174 1.53980
C -3.43291 1.71953 -1.70810
C 1.81652 -3.93174 -0.46813
C -4.37804 3.69728 -0.75715
H 3.11389 2.90184 -1.50361
H -4.28910 -0.95735 -0.31399
H -2.20632 -2.39887 3.83565
H 7.32083 2.29800 2.23725
H -0.92858 -2.66954 1.70118
H 3.81106 -1.05941 2.10746
H 5.27446 2.88043 -0.48819
H -4.69062 1.71158 0.04038
H -2.30975 -1.45444 -1.59084
H -3.47993 2.05575 -2.74482
H -3.31758 0.63661 -1.69676
H -2.45640 4.56964 -1.31968
H -0.64458 0.37507 -1.72725
H 7.40367 2.81799 0.54973
H -4.88201 4.09880 0.11890
H 2.57730 -3.33820 -0.00432
H -0.05784 -2.14001 -2.68562
H 1.57316 -0.96228 0.94769
H -2.55180 4.08137 0.37428
H 6.07405 -0.13755 2.42480
H 7.94789 1.20065 1.01487
H -4.47163 -1.34769 3.72954
H -1.70068 -3.01859 -1.02304
H 2.26147 -6.02174 0.17566
H -5.58750 2.00839 -1.45617
H 1.36978 -1.51875 -1.82146
H 0.07692 -6.56023 -1.36025
H -1.38161 2.51517 -1.63016
H -4.72958 4.24388 -1.63329
```

Output
**Strongest force on any atom**: 1.55 eV Å⁻¹
**Kohn-Sham gap**: 8.5 eV
**Structure (SMILES)**: Cc1ccc2cc([C@H](c3nnnn3C3CCCC3)N(Cc3cccnc3)Cc3ccco3)c(=O)[nH]c2c1
**E**: -1618.142142 Ha
**ΔE to the lowest compared entry with this formula, charge and spin**: 4.7 kcal per mole
**HOMO level**: -8.547 eV

---

What is the formula in the first record?
C28H29F9N4O9PS2

---

What is the E in the first record?
-4016.224762 Ha

---

Kohn-Sham gap of number 2 (C28H29N7O2)?
8.5 eV